ORCA calculation (ωB97M-V with the def2-TZVPD basis set) on C6H15BS3 as an isolated structure.

Computed properties:
- ΔE to the lowest compared entry with this formula, charge and spin: 24.6 kcal/mol
- Max |F|: 5.11 eV Å⁻¹
- E_HOMO: -8.6 eV
- Net charge: 0
- LUMO energy: 0.01538 Ha

Each line ends with the Löwdin charge.
CARTESIAN COORDINATES (ANGSTROEM)
S1 0.844 -0.001 -3.072  0.6654
S2 2.291 -0.113 -0.006  1.0203
S3 -2.004 -0.162 1.582  0.6960
C1 -1.691 -0.541 -2.057  -0.1437
C2 0.384 -1.052 2.323  -0.1993
C3 -0.389 -1.003 0.950  -0.5305
C4 0.824 2.181 1.076  -0.1171
C5 0.933 1.253 -0.096  -0.3698
C6 -0.201 -0.743 -1.708  -0.6233
B1 0.335 -0.262 -0.280  -0.9265
H1 -0.815 -2.089 0.825  0.1212
H2 2.612 -0.186 -1.284  -0.1279
H3 0.266 1.706 1.879  0.0509
H4 0.491 3.045 0.729  0.0355
H5 1.024 -1.968 2.244  0.0931
H6 0.886 -0.199 2.586  0.0239
H7 -1.573 1.179 1.404  -0.1059
H8 1.811 2.473 1.420  0.0911
H9 1.112 1.942 -0.879  0.0763
H10 0.557 -0.920 -4.159  -0.0717
H11 -2.246 -0.591 -1.153  0.0247
H12 -1.731 0.499 -2.227  0.0524
H13 -0.240 -1.286 3.111  0.0176
H14 0.036 -2.103 -1.858  0.1846
H15 -1.912 -1.069 -2.949  0.0627

Cartesian forces (eV/Å) of the 2 atoms listed first:
S -0.64 -1.46 -1.30
S 0.05 0.41 0.86

ORCA calculation (ωB97M-V with the def2-TZVPD basis set) on C24H39N6O2Os as an isolated structure.

Computed properties:
- Max |F|: 0.49 eV Å⁻¹
- E_HOMO (spin up / spin down): -16.8 / -16.8 eV
- Net charge: +3
- LUMO energy (spin up / spin down): -0.39783 / -0.39636 Ha

Each line ends with the Löwdin charge.
CARTESIAN COORDINATES (ANGSTROEM)
Os1 -1.570 0.316 0.691  1.6077
O1 -1.241 1.889 1.594  -0.3303
O2 2.736 -1.243 0.538  0.0307
N1 -3.456 1.204 0.323  -0.1282
N2 -0.140 0.819 -0.771  -0.0906
N3 -0.512 -1.505 1.023  -0.1354
N4 -2.743 -0.562 2.212  -0.1777
N5 4.515 -0.367 -0.587  -0.0274
N6 -2.436 -0.974 -0.687  -0.0284
C1 -0.067 3.593 2.777  -0.0154
C2 -1.899 -2.197 -0.865  -0.2146
C3 -3.598 -0.627 -1.272  -0.2273
C4 0.772 0.796 -2.969  0.0178
C5 5.450 -1.256 0.133  -0.1646
C6 5.500 -2.653 -0.468  -0.0515
C7 3.227 -0.491 -0.317  -0.4033
C8 -3.751 -2.796 -2.243  0.0359
C9 -0.562 -2.373 -0.197  -0.0691
C10 -4.286 -1.525 -2.061  0.0479
C11 -0.295 0.940 -2.105  -0.0808
C12 -3.982 0.806 -1.016  -0.0770
C13 -1.783 -1.205 3.141  -0.1303
C14 -4.432 0.900 1.443  -0.1009
C15 2.020 0.419 -2.473  0.0570
C16 2.177 0.279 -1.103  -0.0674
C17 -1.013 -2.194 2.276  -0.1040
C18 -2.544 -3.138 -1.643  0.0482
C19 -1.125 4.015 0.512  -0.0279
C20 5.098 0.685 -1.429  -0.1830
C21 -3.685 0.482 2.694  -0.1295
C22 5.846 0.140 -2.634  -0.0535
C23 -0.367 3.047 1.396  -0.4541
C24 1.089 0.578 -0.309  -0.1194
H1 -3.316 -1.313 1.820  0.1432
H2 -1.295 1.123 -2.472  0.1144
H3 0.228 -2.031 -0.871  0.1393
H4 -1.286 3.604 -0.488  0.0736
H5 4.308 1.371 -1.735  0.1082
H6 -4.276 -3.521 -2.851  0.1436
H7 5.134 -1.305 1.174  0.1257
H8 0.551 2.723 0.909  0.1158
H9 0.389 2.835 3.413  0.0910
H10 5.773 1.265 -0.797  0.1362
H11 5.192 -0.444 -3.285  0.0775
H12 -5.220 -1.242 -2.528  0.1452
H13 -5.069 1.768 1.608  0.1541
H14 -0.972 3.968 3.254  0.0993
H15 -2.115 -4.122 -1.777  0.1450
H16 6.675 -0.498 -2.332  0.0813
H17 -3.510 1.448 -1.763  0.1391
H18 -5.069 0.082 1.100  0.1387
H19 0.612 0.908 -4.032  0.1353
H20 0.484 -1.283 1.166  0.1072
H21 4.516 -3.120 -0.437  0.0727
H22 -0.552 4.935 0.399  0.1110
H23 6.184 -3.273 0.111  0.0922
H24 2.830 0.198 -3.157  0.1343
H25 -1.674 -3.005 1.960  0.1387
H26 -0.349 -3.411 0.058  0.1541
H27 6.261 0.965 -3.212  0.0932
H28 5.851 -2.634 -1.499  0.0748
H29 -2.285 -1.722 3.960  0.1527
H30 -2.081 4.286 0.967  0.0976
H31 -5.058 0.970 -1.075  0.1530
H32 -0.176 -2.639 2.811  0.1533
H33 -3.105 1.296 3.126  0.1289
H34 -4.372 0.090 3.445  0.1532
H35 1.215 0.509 0.765  0.1233
H36 -3.288 2.209 0.318  0.1239
H37 6.428 -0.779 0.098  0.1295
H38 -1.141 -0.431 3.564  0.1374
H39 0.638 4.419 2.684  0.1087

Cartesian forces (eV/Å) of the 2 atoms listed first:
Os -0.08 -0.44 -0.03
O -0.07 0.30 0.11

ORCA calculation (ωB97M-V with the def2-TZVPD basis set) on a 10-piece molecular cluster, C42H102N10O6 overall.

Computed properties:
- ΔE to the lowest compared entry with this formula, charge and spin: 6.9 kcal/mol
- Max |F|: 2.38 eV Å⁻¹
- E_HOMO: -8.4 eV
- Net charge: 0
- SMILES string: CCN(CC)CC.CCN(CC)CC.CCN(CC)CC.CCN(CC)CC.CNC(C)=O.CNC(C)=O.CNC(C)=O.CNC(C)=O.CNC(C)=O.CNC(C)=O
- LUMO energy: 0.00408 Ha

Each line ends with the Löwdin charge.
CARTESIAN COORDINATES (ANGSTROEM)
O1 7.939 12.055 17.790  0.0094
O2 14.759 16.341 15.888  0.0261
O3 11.040 13.407 20.993  -0.0266
O4 16.064 11.487 17.480  0.0079
O5 7.867 10.688 23.414  0.0326
O6 6.313 15.123 22.076  0.0203
N1 15.969 11.988 21.346  -0.2010
N2 9.364 10.443 18.485  0.0051
N3 9.301 8.957 23.571  -0.0120
N4 8.301 14.578 21.101  0.0180
N5 11.149 13.235 18.751  0.0694
N6 14.619 10.761 18.950  0.0395
N7 12.771 12.189 11.532  -0.1895
N8 11.791 18.141 23.353  -0.1776
N9 15.386 15.832 17.982  0.0173
N10 9.950 16.301 15.880  -0.2082
C1 10.137 17.709 17.930  -0.0902
C2 13.783 12.125 22.567  -0.0726
C3 14.290 10.128 16.577  0.0074
C4 12.585 11.431 12.734  -0.2704
C5 9.024 10.283 23.483  -0.5363
C6 15.051 10.831 17.684  -0.5519
C7 10.390 17.861 23.015  -0.2435
C8 14.924 13.461 12.234  -0.0614
C9 8.004 14.259 23.480  0.0067
C10 10.890 16.999 15.111  -0.2974
C11 14.827 16.644 17.070  -0.5685
C12 17.102 12.821 20.997  -0.2923
C13 7.892 14.856 19.726  -0.0498
C14 16.301 10.642 21.799  -0.2602
C15 12.214 15.685 23.480  -0.0895
C16 9.996 17.679 21.552  -0.0787
C17 8.336 7.901 23.831  -0.0625
C18 9.273 17.183 16.834  -0.2571
C19 11.956 12.225 13.871  -0.0944
C20 13.491 13.463 11.721  -0.2459
C21 13.409 11.332 10.550  -0.3004
C22 12.682 17.034 22.990  -0.2769
C23 13.485 11.907 9.154  -0.0858
C24 10.294 11.157 23.454  0.0044
C25 15.143 12.700 22.286  -0.2813
C26 12.316 19.367 22.759  -0.2756
C27 8.734 11.144 17.525  -0.5424
C28 13.365 10.096 19.327  -0.0797
C29 7.472 14.724 22.144  -0.5707
C30 11.701 13.596 17.411  -0.0221
C31 9.040 10.526 19.911  -0.0447
C32 18.120 12.160 20.162  -0.0901
C33 8.957 10.681 16.085  0.0166
C34 16.073 14.551 17.642  -0.0412
C35 8.231 14.451 15.709  -0.0839
C36 14.322 17.989 17.560  0.0195
C37 11.634 13.653 19.938  -0.5350
C38 8.978 15.581 15.055  -0.2452
C39 12.881 14.468 19.983  0.0072
C40 17.081 10.572 23.096  -0.0810
C41 11.518 20.621 23.143  -0.0855
C42 11.921 16.247 14.309  -0.0778
H1 8.326 16.269 14.477  0.1301
H2 14.741 18.740 16.915  0.0832
H3 15.489 12.976 11.440  0.0671
H4 11.418 15.260 22.842  0.0591
H5 12.789 13.530 17.405  0.0811
H6 14.184 12.745 9.086  0.0677
H7 6.886 15.267 19.759  0.0870
H8 10.805 18.482 17.553  0.0625
H9 13.780 13.997 19.565  0.0774
H10 10.208 12.880 18.889  0.1026
H11 13.605 11.130 13.086  0.1139
H12 15.674 12.932 23.215  0.1156
H13 10.059 18.603 20.974  0.0600
H14 14.549 10.635 15.653  0.0723
H15 8.171 7.762 24.910  0.0909
H16 9.769 18.626 23.467  0.1074
H17 10.345 17.714 14.438  0.1331
H18 11.780 11.573 14.724  0.0455
H19 15.516 16.235 18.892  0.1171
H20 16.581 10.932 24.003  0.0756
H21 10.351 11.834 22.596  0.0546
H22 10.539 20.576 22.645  0.0642
H23 13.411 9.903 20.391  0.0610
H24 13.248 12.804 23.242  0.0689
H25 14.620 18.170 18.598  0.0761
H26 12.569 13.067 14.198  0.0580
H27 11.341 14.581 17.062  0.0715
H28 15.025 12.977 13.201  0.0648
H29 16.058 13.862 18.479  0.0383
H30 18.680 11.463 20.790  0.0776
H31 8.592 15.593 19.317  0.0616
H32 8.754 7.005 23.400  0.0765
H33 13.663 17.327 23.371  0.1111
H34 9.646 15.100 14.350  0.0900
H35 13.474 13.972 10.759  0.1038
H36 8.053 13.164 23.518  0.0588
H37 7.389 8.142 23.406  0.0717
H38 13.035 14.968 23.519  0.0553
H39 15.411 10.024 21.933  0.1013
H40 16.738 13.715 20.487  0.0979
H41 11.966 10.562 12.499  0.1188
H42 9.435 11.441 15.477  0.0535
H43 11.790 15.832 24.479  0.0881
H44 12.469 12.192 8.878  0.0832
H45 11.305 12.895 16.693  0.0534
H46 13.115 14.734 21.008  0.0556
H47 18.049 11.083 23.082  0.0708
H48 7.865 13.967 19.095  0.0534
H49 14.367 10.922 10.905  0.1148
H50 7.429 14.790 16.370  0.0718
H51 15.316 14.468 12.308  0.0761
H52 9.860 9.622 18.174  0.1252
H53 17.123 14.761 17.386  0.0970
H54 10.266 8.710 23.711  0.1162
H55 11.417 17.615 15.833  0.0900
H56 12.664 15.419 19.476  0.0879
H57 8.919 17.420 21.500  0.0867
H58 15.558 14.078 16.809  0.0745
H59 11.374 20.671 24.221  0.0756
H60 9.219 14.106 21.222  0.0965
H61 13.198 10.199 16.709  0.0687
H62 12.787 10.438 10.483  0.1097
H63 8.893 13.830 16.318  0.0478
H64 9.954 10.335 20.486  0.0761
H65 16.808 10.110 20.988  0.1155
H66 8.288 9.784 20.169  0.0913
H67 8.988 14.696 23.701  0.0657
H68 11.153 10.492 23.476  0.0569
H69 8.670 11.535 20.151  0.0859
H70 13.373 19.431 23.054  0.1121
H71 13.244 17.891 17.463  0.0613
H72 13.789 11.078 8.526  0.0698
H73 10.262 11.749 24.375  0.0931
H74 13.760 11.129 23.035  0.0773
H75 17.659 13.201 21.880  0.1254
H76 12.509 15.639 14.990  0.0516
H77 12.821 14.064 12.329  0.0819
H78 10.788 16.909 18.309  0.0722
H79 11.491 15.596 13.557  0.0478
H80 7.969 10.542 15.648  0.0927
H81 7.262 14.601 24.209  0.0857
H82 12.319 19.316 21.659  0.1051
H83 7.718 13.817 14.988  0.0800
H84 9.475 18.159 18.666  0.0718
H85 12.011 21.527 22.767  0.0726
H86 12.480 10.737 19.208  0.0643
H87 18.835 12.912 19.802  0.0919
H88 8.467 16.562 17.202  0.0899
H89 15.046 13.699 21.837  0.1039
H90 10.549 16.900 21.054  0.0506
H91 10.122 16.961 23.556  0.0851
H92 12.848 17.004 21.894  0.1003
H93 13.230 12.148 21.626  0.0548
H94 15.181 11.261 19.668  0.1047
H95 12.578 16.940 13.773  0.0886
H96 9.546 9.770 16.069  0.0707
H97 8.739 17.967 16.259  0.1293
H98 17.660 11.770 19.275  0.0544
H99 17.334 9.518 23.252  0.0796
H100 13.212 9.097 18.879  0.0905
H101 11.013 12.720 13.623  0.0786
H102 14.622 9.087 16.551  0.0928

Cartesian forces (eV/Å) of the 2 atoms listed first:
O 1.06 -0.73 -0.22
O -0.23 -0.03 -0.02

ORCA calculation (ωB97M-V with the def2-TZVPD basis set) on a 2-piece molecular cluster, C28H27N2O overall.

Computed properties:
- ΔE to the lowest compared entry with this formula, charge and spin: 1.3 kcal/mol
- Max |F|: 1.83 eV Å⁻¹
- E_HOMO: -9.4 eV
- Net charge: +1
- LUMO energy: -0.15963 Ha

Each line ends with the Löwdin charge.
CARTESIAN COORDINATES (ANGSTROEM)
O1 -0.243 -5.866 0.384  -0.0578
N1 -1.303 -2.110 3.564  -0.1563
N2 -2.346 -6.573 -1.510  0.0185
C1 -2.024 -6.600 5.011  -0.0914
C2 -1.183 -1.883 -0.093  0.0347
C3 -4.526 -6.605 -4.539  -0.0118
C4 -0.545 -6.393 3.101  -0.0405
C5 -2.441 -6.584 -0.137  -0.0466
C6 -3.129 -6.512 4.160  -0.0809
C7 -5.925 -6.605 -2.565  -0.0492
C8 -2.081 -6.585 -4.302  -0.0094
C9 -3.358 -6.632 -3.726  -0.1524
C10 -0.509 -2.701 4.635  0.0018
C11 -4.790 -6.648 -1.746  -0.0007
C12 -2.939 -6.360 2.783  -0.0419
C13 -0.729 -6.526 4.479  -0.0997
C14 -1.799 -0.455 -3.519  -0.0601
C15 -1.863 -1.360 -1.245  -0.2151
C16 -3.509 -6.652 -2.308  -0.1007
C17 -1.384 -6.253 0.744  -0.3877
C18 -3.184 -0.222 -3.475  -0.0468
C19 -0.970 -6.520 -3.485  -0.0274
C20 -1.120 -6.522 -2.113  0.0087
C21 -1.647 -6.345 2.235  -0.1523
C22 -2.443 -1.282 3.934  -0.0123
C23 -1.151 -1.025 -2.429  -0.0134
C24 -5.789 -6.576 -3.967  -0.0645
C25 -1.681 -1.809 1.197  -0.0441
C26 -3.264 -1.124 -1.224  -0.0171
C27 -3.910 -0.566 -2.324  -0.0595
C28 -0.976 -2.326 2.296  -0.0153
H1 -4.987 -0.397 -2.282  0.1132
H2 -0.594 -3.796 4.635  0.0858
H3 -3.395 -1.751 3.648  0.1126
H4 -0.873 -2.300 5.583  0.0952
H5 -2.635 -1.302 1.382  0.1038
H6 0.552 -2.450 4.500  0.1111
H7 -0.181 -2.294 -0.229  0.1362
H8 -0.279 -6.434 -1.444  0.1098
H9 -3.373 -6.942 0.282  0.0799
H10 -4.390 -6.589 -5.623  0.1213
H11 -3.823 -1.390 -0.326  0.1103
H12 -6.679 -6.533 -4.600  0.1129
H13 -6.917 -6.593 -2.109  0.1125
H14 0.044 -6.457 -3.862  0.1177
H15 -1.990 -6.583 -5.385  0.1218
H16 -0.077 -2.936 2.140  0.1608
H17 -4.145 -6.564 4.554  0.1053
H18 -2.167 -6.724 6.085  0.1045
H19 -3.695 0.222 -4.331  0.1152
H20 -0.075 -1.206 -2.447  0.1199
H21 -3.794 -6.259 2.116  0.0995
H22 0.464 -6.340 2.687  0.1164
H23 -2.404 -1.168 5.020  0.0943
H24 0.149 -6.586 5.125  0.1075
H25 -4.939 -6.663 -0.668  0.1006
H26 -2.390 -0.298 3.450  0.1088
H27 -1.230 -0.191 -4.412  0.1142

Cartesian forces (eV/Å) of the 2 atoms listed first:
O -0.18 0.05 0.28
N 0.32 -0.29 -1.78

Which of these has the lowest max |F|?
C24H39N6O2Os